1.
119
Properties=species:S:1:pos:R:3:forces:R:3:lowdin_spin:R:1 method="wB97M-V/def2-TZVPD" s_squared=6.078 orbital_gap_ev="6.92 / 6.62" e_lumo_ev="-3.08 / -3.58" multiplicity=5 homo_ha="-0.3676 / -0.3751" total_charge=+1
Cr 1.24886 -0.33409 0.75633 0.3 -0.3 -0.8 2.862
O -2.54997 0.59776 1.89135 0.3 0.2 0.1 0.000
C -1.32232 0.51935 1.40115 -1.2 -0.5 -0.4 0.006
O -0.69179 -0.56637 1.37468 0.4 -0.6 0.3 0.026
C -0.55958 1.76729 1.29943 0.2 0.8 0.1 0.016
C -0.97664 3.07058 1.55063 0.1 -0.4 0.0 -0.006
C -0.02102 4.06823 1.52021 0.1 -0.2 -0.1 0.015
C 1.31740 3.75372 1.26693 -0.2 -0.1 0.0 -0.002
C 1.64376 2.43837 1.00530 0.3 0.2 -0.2 0.022
N 0.71566 1.48750 1.00951 -0.8 1.7 0.3 -0.012
C 3.02787 1.83719 0.76147 0.4 0.6 0.9 0.033
O 3.69971 2.50274 -0.28052 0.1 0.1 -0.1 0.004
O 2.92159 0.53521 0.42232 -0.4 -0.8 -0.1 0.066
H -2.95197 -0.28605 1.93158 0.1 0.1 -0.1 0.000
H -2.01363 3.26140 1.77167 -0.1 0.1 0.0 0.000
H -0.30127 5.09022 1.71510 -0.1 0.1 0.0 0.001
H 2.07924 4.51548 1.30498 0.1 0.1 0.0 0.002
H 3.56515 3.45578 -0.22092 0.0 0.0 0.0 0.000
C 3.46466 -2.28039 3.24012 0.0 0.0 0.1 0.000
C 2.82319 -3.25298 2.24717 0.1 0.2 0.0 -0.002
P 2.11059 -2.54001 0.68899 0.8 -1.6 0.3 0.008
C 1.03497 -3.93426 0.21138 -0.2 0.4 0.0 0.001
C 1.54500 -5.16062 -0.20425 0.0 0.1 0.1 -0.001
C 0.68333 -6.15332 -0.63589 0.1 -0.1 0.0 0.000
C -0.68471 -5.93647 -0.65788 0.0 0.1 0.0 0.000
C -1.20104 -4.73925 -0.18947 -0.1 0.0 0.0 0.000
C -0.34564 -3.74835 0.26115 0.1 0.0 0.1 0.000
C 3.49556 -2.53931 -0.50274 -0.1 0.1 0.0 0.004
C 4.65476 -1.83170 -0.18921 0.0 -0.1 0.1 0.000
C 5.69150 -1.74458 -1.09990 0.1 0.0 -0.1 0.000
C 5.58495 -2.34469 -2.34499 -0.1 0.0 0.0 0.000
C 4.42641 -3.02847 -2.67398 0.0 0.0 -0.1 0.000
C 3.38450 -3.11717 -1.76534 -0.1 -0.1 0.1 0.000
C 2.45018 -1.42279 3.99749 0.1 0.1 -0.1 0.009
P 1.83093 0.00934 3.01319 0.2 -0.4 1.4 0.013
C 3.07655 1.29938 3.25068 0.1 0.1 0.2 0.245
C 3.27353 1.78524 4.52800 -0.1 -0.5 -0.3 0.006
C 4.05337 2.90498 4.78280 0.1 0.1 0.2 0.280
C 4.59213 3.64291 3.70852 0.0 0.2 -0.3 0.011
C 4.47490 3.20207 2.43536 -0.1 -0.1 0.1 0.203
C 3.85899 1.88592 2.11228 -0.2 0.0 -0.6 0.076
C 0.43215 0.55046 4.04894 0.0 0.1 -0.2 0.008
C -0.49653 -0.39762 4.47076 0.2 0.1 0.0 -0.001
C -1.52744 -0.03261 5.31424 -0.1 -0.1 0.1 0.000
C -1.66596 1.28554 5.71690 0.0 0.0 0.0 -0.003
C -0.80131 2.24908 5.22524 -0.1 0.1 0.1 0.000
C 0.24019 1.88650 4.39012 0.1 -0.1 0.0 -0.001
H 4.18853 -1.63198 2.74135 0.1 -0.1 0.1 0.000
H 4.01243 -2.87599 3.97514 0.1 0.1 -0.1 0.000
H 1.99104 -3.76963 2.73971 0.1 0.0 -0.1 0.000
H 3.55328 -4.01138 1.94492 -0.1 0.0 0.0 -0.001
H 2.61078 -5.33240 -0.19897 0.1 0.0 -0.1 0.000
H 1.08389 -7.09495 -0.97425 0.1 -0.1 0.0 0.000
H -1.34718 -6.69931 -1.03704 -0.1 -0.1 0.0 0.000
H -2.26734 -4.57259 -0.19927 -0.1 0.0 0.1 0.000
H -0.74276 -2.82042 0.65461 -0.1 0.0 -0.1 0.000
H 4.74277 -1.33272 0.76298 0.0 0.1 0.0 0.001
H 6.58818 -1.20027 -0.84764 0.1 0.1 0.1 0.000
H 6.39515 -2.26904 -3.05701 0.0 0.0 0.0 0.000
H 4.32366 -3.49311 -3.64412 0.0 0.0 -0.1 0.000
H 2.48740 -3.65462 -2.03792 0.0 0.0 -0.1 0.000
H 2.89988 -1.01518 4.91004 -0.1 0.0 -0.1 -0.002
H 1.59042 -2.02908 4.29131 0.1 0.0 0.0 0.001
H 2.77426 1.30173 5.35846 0.0 0.0 0.1 -0.004
H 4.20350 3.24509 5.79302 0.0 0.0 0.2 0.016
H 5.09222 4.57775 3.91519 0.1 0.1 0.0 -0.005
H 4.92621 3.73966 1.61498 0.1 0.1 0.0 0.009
H 4.68862 1.20641 1.83980 0.0 0.0 0.0 0.043
H -0.40882 -1.42060 4.13558 -0.1 -0.1 0.1 0.000
H -2.21498 -0.78295 5.66887 -0.1 -0.1 0.0 0.000
H -2.44573 1.55908 6.40980 -0.1 0.0 0.0 0.000
H -0.92653 3.28508 5.50353 0.0 0.1 0.0 0.000
H 0.91863 2.64581 4.02270 0.0 0.0 0.0 0.001
Cl 2.74606 1.36403 -4.41662 0.2 0.2 -0.1 -0.001
C 1.85356 0.21457 -3.51803 -0.4 -0.5 0.2 -0.001
C 1.15131 -0.79967 -4.15454 0.1 0.2 0.3 0.007
C 0.41836 -1.66441 -3.35974 0.1 0.0 0.2 -0.001
C 0.41092 -1.48737 -1.98663 -0.3 -0.3 -0.3 0.008
N 1.13225 -0.54808 -1.37454 0.1 -0.2 0.0 -0.003
C 1.83502 0.28572 -2.12895 0.5 0.5 -0.5 0.007
H 1.17794 -0.90189 -5.22840 0.0 0.0 -0.1 0.000
H -0.14594 -2.47174 -3.80056 -0.1 -0.1 0.0 0.000
H -0.21798 -2.10673 -1.36455 0.1 0.1 -0.1 0.001
H 2.42639 1.03758 -1.62867 0.0 0.0 0.0 0.000
F -2.75968 -1.85826 -2.96332 0.2 -0.3 -0.2 0.000
C -2.70582 -1.12267 -4.09138 -0.1 0.2 -0.1 0.000
C -2.98356 0.22519 -3.97898 0.0 0.1 0.4 0.001
C -2.94748 0.98420 -5.13260 0.0 -0.3 0.0 0.000
F -3.24062 2.28083 -5.06076 -0.1 0.1 -0.4 0.000
C -2.61882 0.42509 -6.36515 0.0 0.0 0.2 0.000
F -2.57638 1.17717 -7.46110 0.0 -0.1 0.0 0.000
C -2.31595 -0.93252 -6.44314 -0.1 0.1 0.3 0.000
F -1.96993 -1.47664 -7.60525 -0.1 0.1 0.1 0.000
C -2.36902 -1.72033 -5.29573 0.0 0.2 0.1 0.000
F -2.06630 -3.02173 -5.35473 0.0 0.0 0.0 0.000
Ge -3.25898 0.91227 -2.12671 -0.3 0.3 -0.1 0.004
S -1.43694 0.75564 -0.99929 -0.5 -0.1 -0.5 0.023
C -3.51367 2.87790 -2.10401 -0.1 -0.3 0.0 0.000
C -4.48174 3.49777 -1.34286 0.2 -0.1 -0.2 0.000
F -5.40258 2.72189 -0.74893 -0.2 0.4 0.1 0.000
C -4.49544 4.87272 -1.14894 0.1 -0.1 0.0 0.000
F -5.43427 5.44690 -0.39789 0.0 0.1 0.0 0.000
C -3.48821 5.64578 -1.72118 0.0 -0.3 0.0 0.000
F -3.48042 6.96347 -1.54323 0.0 -0.1 0.0 0.000
C -2.46869 5.03641 -2.44977 -0.1 -0.2 0.1 0.000
F -1.46466 5.76640 -2.93617 -0.1 0.0 0.0 0.000
C -2.49843 3.66160 -2.62218 -0.1 -0.1 0.1 0.000
F -1.49800 3.04494 -3.26718 0.1 0.4 -0.1 0.000
C -4.89290 -0.05615 -1.51107 0.4 0.3 -0.1 0.000
C -4.93692 -0.96814 -0.47856 -0.4 0.2 -0.3 0.000
F -3.80796 -1.25472 0.19217 0.0 -0.3 0.3 0.000
C -6.11660 -1.60030 -0.10571 0.1 0.1 -0.1 0.000
F -6.11813 -2.46418 0.91226 -0.1 0.0 -0.1 0.000
C -7.29107 -1.31857 -0.79809 0.3 0.2 -0.1 0.000
F -8.42741 -1.91271 -0.45373 0.1 0.1 0.0 0.000
C -7.26826 -0.41040 -1.85701 0.1 0.0 0.0 0.000
F -8.38409 -0.14442 -2.52907 0.0 0.0 0.1 0.000
C -6.06782 0.20107 -2.19232 0.1 -0.2 0.2 0.000
F -6.00941 1.07689 -3.20374 -0.4 0.0 -0.1 0.000


2.
107
Properties=species:S:1:pos:R:3:forces:R:3:lowdin_charge:R:1 method="wB97M-V/def2-TZVPD" orbital_gap_ev=5.23 e_lumo_ev=4.23 relative_energy_kcal_mol=0.0 homo_ha=-0.0370 total_charge=-2
Sc -0.32935 -0.05925 0.02346 0.3 0.2 0.4 1.071
C 7.10756 -1.58621 -0.06446 -0.1 0.1 0.0 -0.108
C 6.60710 -0.79567 -1.08947 0.1 0.0 0.0 -0.084
C 5.31501 -0.30505 -1.02786 -0.1 0.0 -0.1 -0.028
C 4.49982 -0.58044 0.06319 0.1 0.0 0.0 -0.130
C 5.00494 -1.38265 1.07998 -0.1 -0.1 0.0 -0.034
C 6.29564 -1.88222 1.01943 0.1 0.0 0.0 -0.085
C 3.05940 -0.11754 0.11825 0.0 0.0 -0.2 -0.238
C 2.55856 0.14721 1.50943 -0.2 0.0 -0.2 -0.247
C 3.26944 0.51225 2.64484 -0.1 0.1 0.2 -0.055
C 2.30163 0.82235 3.60958 0.1 0.0 0.0 -0.049
C 1.05815 0.64552 2.99845 -0.3 0.0 0.1 -0.251
C -0.22433 0.87182 3.62948 0.2 0.0 0.0 -0.071
C -0.21142 0.95154 5.11458 -0.1 0.0 -0.1 -0.191
C 0.27041 -0.10690 5.88401 0.0 0.0 0.0 -0.029
C 0.27715 -0.03386 7.26604 0.0 0.0 0.0 -0.098
C -0.19125 1.10530 7.91053 0.0 0.0 0.0 -0.122
C -0.66495 2.16717 7.15637 0.0 0.0 0.0 -0.103
C -0.67111 2.08956 5.76999 0.0 0.0 0.0 -0.041
C -1.40658 0.99933 2.97389 -0.2 0.0 -0.2 -0.219
N -1.55950 0.98815 1.58833 0.1 0.1 0.1 0.031
C -2.86490 0.89654 1.32707 -0.2 -0.1 0.3 -0.268
C -3.44934 0.85696 0.04082 -0.1 0.0 0.1 -0.094
C -4.71294 0.13479 -0.14715 0.1 0.0 -0.1 -0.140
C -5.55825 0.26171 -1.26238 0.0 0.1 0.0 -0.042
C -6.73344 -0.46046 -1.38142 -0.1 0.0 0.0 -0.122
C -7.11493 -1.37380 -0.40889 0.0 0.0 0.0 -0.135
C -6.24641 -1.58728 0.65258 0.0 0.0 0.0 -0.094
C -5.06822 -0.87238 0.76768 0.0 -0.1 0.1 -0.042
C -2.75011 1.54838 -0.98909 -0.1 0.3 -0.2 -0.230
C -3.33021 2.41572 -2.02063 0.0 -0.4 0.3 -0.014
C -2.30668 3.04447 -2.62192 0.2 0.2 0.0 -0.016
C -1.08644 2.57990 -1.99603 -0.2 -0.2 0.1 -0.227
N -1.42083 1.65177 -1.01269 -0.1 -0.2 -0.1 0.048
C 0.17894 2.98003 -2.28590 0.3 0.1 -0.1 -0.066
C 1.36837 2.44133 -1.70489 -0.3 0.0 -0.1 -0.251
C 2.64674 3.01162 -1.79426 0.1 0.0 0.0 -0.045
C 3.51428 2.13662 -1.14173 -0.1 0.1 -0.1 -0.053
C 2.71227 1.07504 -0.71849 0.0 0.0 0.2 -0.241
N 1.41294 1.25460 -1.01499 0.1 0.2 0.0 0.097
C 0.36790 4.06735 -3.28558 0.0 -0.1 0.1 -0.190
C -0.16358 5.33385 -3.06747 0.0 0.1 0.0 -0.039
C 0.01254 6.34946 -3.99778 0.0 0.0 0.0 -0.100
C 0.72691 6.10977 -5.16090 0.0 0.0 -0.1 -0.120
C 1.26869 4.84976 -5.38443 0.0 0.0 0.0 -0.096
C 1.09583 3.84117 -4.45157 0.0 0.0 0.0 -0.029
C -3.62761 0.90595 2.58534 0.1 0.1 -0.3 -0.012
C -2.73673 1.00538 3.57860 0.3 0.0 0.2 0.000
N 1.21743 0.23159 1.70139 0.1 0.0 0.1 0.072
H 8.11574 -1.97399 -0.11491 0.1 0.0 0.0 0.087
H 7.22046 -0.57485 -1.95461 0.0 0.0 0.0 0.094
H 4.92002 0.27646 -1.84834 0.0 -0.1 0.0 0.110
H 4.37062 -1.62245 1.92253 0.0 0.0 0.0 0.117
H 6.66314 -2.51176 1.82038 0.0 0.0 0.0 0.094
H 4.34123 0.56961 2.74748 0.0 0.0 0.0 0.093
H 2.46916 1.14814 4.62354 0.0 0.0 0.0 0.093
H 0.63581 -0.98950 5.37771 0.0 0.0 0.0 0.123
H 0.64754 -0.87331 7.84236 0.0 0.0 0.0 0.092
H -0.18231 1.16312 8.99201 0.0 0.0 0.0 0.085
H -1.02735 3.06483 7.64374 0.0 0.0 0.0 0.091
H -1.03082 2.91886 5.17484 0.0 0.0 0.0 0.119
H -5.28249 0.90060 -2.08272 0.0 0.1 0.0 0.074
H -7.34907 -0.31418 -2.26320 0.0 0.0 0.0 0.087
H -8.03144 -1.94299 -0.50523 0.0 0.0 0.0 0.080
H -6.45921 -2.35344 1.38862 0.0 0.0 0.0 0.097
H -4.36944 -1.15677 1.53980 0.0 0.0 0.0 0.095
H -4.37691 2.59880 -2.17779 -0.1 0.0 0.0 0.085
H -2.36906 3.79110 -3.39625 0.0 0.0 0.0 0.101
H 2.89622 3.94227 -2.27806 0.0 0.0 0.0 0.094
H 4.57487 2.25162 -0.98463 0.0 0.0 0.0 0.091
H -0.71224 5.51323 -2.15277 0.0 0.0 0.0 0.121
H -0.40595 7.32927 -3.80366 0.0 0.0 0.0 0.091
H 0.86651 6.90094 -5.88798 0.0 0.0 0.0 0.087
H 1.82944 4.64937 -6.28895 0.0 0.0 0.0 0.092
H 1.52103 2.86000 -4.61319 0.0 0.0 0.0 0.124
H -4.69952 0.87973 2.66050 -0.1 0.0 0.0 0.104
H -2.93755 1.05859 4.63622 0.0 0.0 0.0 0.102
O 3.40027 -2.76502 -1.38566 -0.2 0.1 0.3 0.125
C 2.44481 -2.40153 -0.73847 0.2 0.1 -0.3 -0.405
O 2.14407 -1.14955 -0.39891 0.0 -0.4 0.1 0.004
C 1.38397 -3.32751 -0.22793 0.1 -0.1 -0.1 -0.172
C 1.51914 -4.70233 -0.34582 -0.1 0.1 0.0 -0.007
C 0.51478 -5.49255 0.19639 0.0 -0.1 0.0 -0.065
C -0.56982 -4.88405 0.80160 0.0 0.2 0.0 0.007
C -0.62284 -3.49125 0.83500 0.0 -0.2 -0.1 -0.152
N 0.34663 -2.73912 0.34470 0.0 0.0 0.1 0.167
C -1.82485 -2.71732 1.34609 -0.1 -0.1 -0.1 -0.590
O -2.69296 -3.32424 1.97719 0.0 -0.1 0.1 0.011
O -1.80280 -1.50311 1.01506 0.1 0.2 0.0 -0.076
H 2.38238 -5.11532 -0.84488 0.1 0.0 0.0 0.112
H 0.57167 -6.57363 0.13563 0.0 0.0 0.0 0.097
H -1.39240 -5.43392 1.23511 0.0 0.0 0.0 0.110
C 0.08527 -4.05665 -3.76801 0.0 0.0 0.0 -0.064
C -0.64200 -2.74347 -4.08317 0.0 0.0 0.0 -0.644
C 0.07086 -2.03828 -5.24574 0.0 0.0 0.0 -0.069
C -2.08976 -3.05288 -4.49067 0.0 0.0 0.0 -0.069
C -0.63548 -1.87697 -2.89485 0.0 -0.1 -0.1 -0.156
C -0.61943 -1.18207 -1.89455 0.0 0.0 -0.1 -0.041
H 0.07370 -4.71586 -4.64142 0.0 0.0 0.0 0.072
H -0.39722 -4.56727 -2.93398 0.0 0.0 0.0 0.078
H 1.12131 -3.86399 -3.48775 0.0 0.0 0.0 0.077
H 0.06450 -2.67322 -6.13730 0.0 0.0 0.0 0.070
H 1.10290 -1.81274 -4.98009 0.1 0.0 0.0 0.081
H -0.42713 -1.09737 -5.47799 0.0 0.0 0.0 0.079
H -2.10958 -3.71953 -5.35837 0.0 0.0 0.0 0.070
H -2.61662 -2.13251 -4.74105 0.0 0.0 0.0 0.080
H -2.62340 -3.52617 -3.66704 0.0 0.0 0.0 0.082


Number 1: E -8763.86111 Eh. Number 2: E -3531.78541 Eh.